DFT (ωB97M-V/def2-TZVPD) results for 3 unconnected molecules or ions with the total composition C4H13O4.

Summary:
* HOMO level: -3.6 eV
* strongest force on any atom: 3.14 eV/Å
* relative energy (zero: lowest compared OMol25 entry of this formula, charge and spin): 1.649 eV
* total energy: -461.15194 a.u.
* spin multiplicity: 1
* charge: -1

Each line ends with the Mulliken charge.
Geometry (Å):
C  1.366936  0.939152  -0.150355  -0.78
C  -0.173857  0.759399  0.016967  -0.68
C  -0.953160  0.241586  -1.197874  -0.25
O  -2.292640  0.029460  -0.870804  -0.53
C  1.958004  -0.528464  -0.581853  -0.70
O  1.184230  -1.585647  -0.140532  -0.83
H  1.654005  1.785561  -0.749774  0.42
H  1.828100  1.032532  0.824885  0.31
H  -0.545658  1.708552  0.290465  0.48
H  -0.325036  0.156747  0.889229  0.31
H  -0.554598  -0.745338  -1.555462  0.33
H  -0.862183  0.954355  -2.024470  0.17
H  -2.570741  -0.818962  -1.203130  0.29
H  2.106960  -0.601042  -1.686009  0.25
H  2.987089  -0.618280  -0.272890  0.41
H  -3.062481  0.614684  0.638309  0.36
H  -3.433580  2.045100  1.076825  0.29
O  -3.529078  1.133334  1.314437  -0.69
H  2.483724  -2.285044  1.976630  0.24
H  1.189698  -1.883201  1.225540  0.41
O  1.544275  -2.334479  2.179865  -0.82

Cartesian forces (eV/Å) of the 3 atoms listed first:
-0.34 -3.12 0.01
1.19 -0.02 -0.61
2.20 -1.06 -0.36

---

DFT (ωB97M-V/def2-TZVPD) results for 11 unconnected molecules or ions with the total composition C66H165N11.

Summary:
* HOMO level: -8.0 eV
* strongest force on any atom: 4.48 eV/Å
* relative energy (zero: lowest compared OMol25 entry of this formula, charge and spin): 5.984 eV
* total energy: -3215.61818 a.u.
* spin multiplicity: 1
* SMILES: CCN(CC)CC.CCN(CC)CC.CCN(CC)CC.CCN(CC)CC.CCN(CC)CC.CCN(CC)CC.CCN(CC)CC.CCN(CC)CC.CCN(CC)CC.CCN(CC)CC.CCN(CC)CC

Each line ends with the Mulliken charge.
Geometry (Å):
C  2.342925  4.607225  0.405502  -0.01
C  1.920233  5.994904  -0.030381  -1.02
N  0.889280  6.718956  0.728646  0.11
C  -0.303112  5.891106  0.892371  0.58
C  -1.560060  6.616140  1.277059  -1.77
C  1.345596  7.201845  2.028658  0.08
C  2.429001  8.191763  1.829273  -1.53
H  1.504994  3.922216  0.434514  -0.25
H  2.768939  4.676752  1.371322  0.18
H  3.085583  4.192310  -0.296674  0.44
H  2.838944  6.605917  -0.064564  0.45
H  1.594908  5.987051  -1.125818  0.21
H  -0.464537  5.474374  -0.116042  -0.07
H  -0.106048  5.012756  1.573450  0.00
H  -1.517149  7.549120  0.775867  0.59
H  -2.498732  6.152142  0.974047  0.36
H  -1.526295  6.773480  2.338772  0.21
H  1.612169  6.375382  2.740756  0.03
H  0.481115  7.700900  2.474328  0.42
H  2.649864  8.763714  2.697504  0.47
H  2.217674  8.830801  0.953679  0.35
H  3.422280  7.772945  1.548152  0.31
C  -1.651277  1.354405  2.526803  -0.79
C  -1.893442  2.912361  2.415326  0.68
N  -2.015664  3.735007  3.624359  0.72
C  -1.078099  3.208824  4.613958  0.29
C  -0.877635  4.155383  5.724498  -1.36
C  -3.345120  3.649737  4.167780  -0.12
C  -4.196533  4.780614  3.665887  -1.58
H  -2.338439  0.892185  3.201706  0.59
H  -0.652114  1.016473  2.711697  0.73
H  -1.838258  1.071045  1.530765  -0.29
H  -1.111152  3.305285  1.705087  -1.24
H  -2.837619  2.981738  1.834881  -0.12
H  -1.382762  2.229154  4.950179  0.16
H  -0.090633  3.066237  4.124470  -0.41
H  -0.197895  4.909185  5.435103  0.34
H  -1.791615  4.621123  6.052739  0.40
H  -0.397082  3.680303  6.604407  0.39
H  -3.270753  3.675866  5.220590  0.84
H  -3.734071  2.712814  3.936960  -0.16
H  -5.054836  4.999591  4.291521  0.49
H  -4.550267  4.559103  2.670658  0.17
H  -3.682324  5.750017  3.585809  0.28
C  1.357462  -4.402133  -5.610495  -1.79
C  0.601514  -3.901932  -4.406086  1.07
N  0.501808  -4.887971  -3.281075  -0.02
C  -0.730414  -4.527935  -2.501581  0.26
C  -1.963988  -4.633586  -3.355103  -1.33
C  1.738671  -4.928623  -2.481921  0.26
C  1.708141  -6.048164  -1.381160  -1.10
H  2.364866  -4.685434  -5.306288  0.35
H  1.401990  -3.594323  -6.318636  0.35
H  0.912918  -5.273966  -6.020595  0.47
H  0.941621  -2.954456  -3.994880  -0.43
H  -0.418592  -3.822219  -4.687665  0.03
H  -0.805160  -5.092396  -1.530756  0.32
H  -0.580578  -3.473981  -2.240693  -0.03
H  -2.043679  -3.693253  -3.928888  0.05
H  -1.917630  -5.562139  -3.973209  0.30
H  -2.795883  -4.573224  -2.648414  0.49
H  1.804171  -3.927227  -2.055076  -0.18
H  2.610398  -5.028373  -3.163246  0.40
H  1.064486  -5.832054  -0.538188  -0.25
H  2.679506  -6.373671  -1.081497  0.54
H  1.249348  -6.962726  -1.856629  0.37
C  -6.109542  -3.622547  0.619831  -1.49
C  -5.316994  -2.609259  1.395482  0.09
N  -3.887451  -2.713049  1.152262  0.61
C  -3.492547  -2.596199  -0.267221  -0.11
C  -3.988048  -1.372616  -0.992228  -0.03
C  -3.197097  -1.749224  1.952967  1.90
C  -3.150841  -2.197543  3.454938  -1.58
H  -5.835354  -4.677659  0.894569  0.34
H  -5.938560  -3.525087  -0.505090  0.16
H  -7.172382  -3.444705  0.746613  0.53
H  -5.592991  -1.540960  1.238188  -0.33
H  -5.408239  -2.699449  2.468530  0.44
H  -3.835503  -3.525427  -0.786510  0.21
H  -2.363589  -2.565860  -0.283816  -0.36
H  -5.105090  -1.298238  -0.980519  0.37
H  -3.681599  -1.363338  -2.058823  0.43
H  -3.574511  -0.438791  -0.509877  -0.76
H  -2.163682  -1.724834  1.627756  -0.05
H  -3.578082  -0.734554  1.976189  -1.12
H  -3.859265  -1.682850  4.048680  0.31
H  -3.348281  -3.315572  3.419815  0.33
H  -2.201294  -1.970636  3.971135  0.11
C  3.537118  2.658596  6.007831  -1.51
C  2.660574  1.897804  5.032967  -0.53
N  3.386303  0.804602  4.290159  1.14
C  3.634245  -0.398946  4.985128  0.01
C  2.425588  -0.976965  5.735241  -1.54
C  4.568466  1.262069  3.654208  0.24
C  4.197003  2.321312  2.602128  -1.20
H  4.487557  3.098190  5.629308  0.26
H  3.684762  1.967396  6.844866  0.31
H  3.010250  3.532763  6.378902  0.47
H  1.839319  1.449444  5.591608  0.61
H  2.194674  2.502580  4.290843  0.02
H  4.015166  -1.179218  4.244504  -0.11
H  4.423517  -0.393180  5.832084  0.25
H  1.559887  -0.756122  5.090677  0.14
H  2.596411  -2.053567  5.849465  0.42
H  2.286125  -0.569926  6.640898  0.56
H  4.943769  0.351509  3.135373  -0.78
H  5.273659  1.797243  4.290427  0.27
H  3.538842  1.884448  1.853580  0.29
H  5.093109  2.769921  2.062656  0.49
H  3.718833  3.206381  3.040377  0.26
C  2.189308  2.888767  -4.197767  -0.66
C  2.894106  1.896004  -5.188490  -0.25
N  4.127584  1.175577  -4.752911  0.04
C  3.877070  0.024882  -3.794596  0.51
C  3.431498  -1.199993  -4.662726  -0.61
C  5.119190  2.104914  -4.157921  -0.21
C  5.515105  3.346601  -4.965397  -1.53
H  2.843931  3.715922  -3.937898  0.51
H  1.879910  2.457470  -3.322223  -0.12
H  1.242442  3.353404  -4.687087  0.27
H  2.171577  1.090293  -5.478383  -0.71
H  3.151879  2.411874  -6.075184  0.63
H  4.832299  -0.199982  -3.251629  0.42
H  3.134817  0.129947  -2.936972  -0.24
H  4.202150  -1.446625  -5.428745  0.35
H  3.219000  -2.082402  -4.061550  0.08
H  2.541097  -0.880271  -5.104054  -0.40
H  6.057418  1.494110  -4.075434  0.46
H  4.911473  2.397594  -3.137003  0.22
H  5.859691  3.038478  -5.934038  0.40
H  6.179371  3.992531  -4.389844  0.39
H  4.657951  3.951331  -5.249649  0.32
C  4.149521  -2.124456  -0.769759  1.32
C  5.706164  -2.176690  -0.856005  -1.22
N  6.305116  -1.477684  0.293812  0.72
C  5.747986  -1.769553  1.595573  -0.05
C  5.999419  -3.239946  2.012028  -1.42
C  7.709274  -1.223441  0.291671  -0.44
C  8.152992  0.073143  1.027559  -1.25
H  3.725724  -2.549403  -1.676160  -0.26
H  3.775054  -1.033120  -0.706110  -0.42
H  3.869296  -2.739308  0.102393  -0.46
H  5.960252  -3.277458  -0.871798  0.29
H  5.934234  -1.789811  -1.864695  0.61
H  6.109884  -1.117922  2.358308  0.52
H  4.689302  -1.704967  1.550452  -0.63
H  7.061631  -3.448769  2.120311  0.33
H  5.519420  -3.507358  2.952481  0.44
H  5.684323  -3.972649  1.238399  0.25
H  7.983747  -1.116468  -0.762269  0.46
H  8.372669  -2.001528  0.767636  0.23
H  8.125872  0.073275  2.118470  0.31
H  7.573564  0.950168  0.714895  0.26
H  9.169167  0.242313  0.637786  0.42
C  0.814215  -2.214989  2.792147  -0.55
C  0.501165  -3.508966  2.147247  0.46
N  0.465787  -4.657604  3.160697  0.27
C  -0.766656  -4.872888  3.836968  -0.26
C  -1.883502  -5.616558  3.089849  -1.18
C  1.023645  -5.805041  2.516840  -0.84
C  2.533055  -5.704979  2.406227  -1.05
H  0.074760  -2.013905  3.593598  -0.05
H  0.799995  -1.388708  2.119194  -0.31
H  1.778408  -2.345351  3.281746  0.36
H  -0.403350  -3.606884  1.554021  -0.16
H  1.329809  -3.801509  1.455876  0.00
H  -1.225124  -3.836023  4.101648  -0.05
H  -0.652700  -5.475832  4.734122  0.44
H  -1.542686  -6.665804  2.891345  0.30
H  -2.189171  -5.084452  2.183786  0.09
H  -2.787984  -5.613190  3.661170  0.52
H  0.798123  -6.657605  3.096418  0.73
H  0.554556  -6.018658  1.578130  0.34
H  2.959543  -5.776256  3.397169  0.41
H  2.882992  -6.474287  1.812741  0.51
H  2.892316  -4.751156  1.993644  -0.17
C  -3.155823  -2.873624  -7.182738  -1.24
C  -3.276141  -1.319386  -7.339811  -0.55
N  -2.166105  -0.650092  -6.654000  1.02
C  -0.971251  -0.851374  -7.399573  -1.51
C  0.319184  -0.685799  -6.457120  -0.25
C  -2.427625  0.824531  -6.537094  -1.09
C  -3.460913  1.324786  -5.508853  -1.07
H  -3.451176  -3.145676  -6.208070  0.29
H  -2.158827  -3.247208  -7.290230  0.29
H  -3.790978  -3.455961  -7.921842  0.36
H  -3.454382  -1.017355  -8.350851  0.44
H  -4.290521  -1.019616  -6.916374  0.25
H  -0.950305  -1.806855  -7.878948  0.63
H  -0.934410  -0.119207  -8.261401  0.29
H  0.135480  0.176502  -5.881873  -0.04
H  0.487321  -1.590450  -5.916597  -0.07
H  1.194060  -0.388221  -7.043631  0.55
H  -2.600520  1.281174  -7.525512  0.51
H  -1.570281  1.347041  -6.261347  0.56
H  -3.113989  1.009207  -4.478147  0.04
H  -4.441269  0.887083  -5.732063  0.35
H  -3.573042  2.400604  -5.463501  0.43
C  -6.485986  1.430662  4.468320  -1.57
C  -5.846211  0.621489  3.351761  1.33
N  -6.567294  0.431077  2.164497  0.89
C  -7.860475  -0.207420  2.408666  -0.76
C  -8.611928  -0.728149  1.182111  -1.14
C  -6.615040  1.611558  1.273530  -0.74
C  -5.399220  1.797198  0.385109  -0.46
H  -6.614098  2.505347  4.156842  0.21
H  -5.754822  1.444660  5.286152  0.50
H  -7.440622  1.164381  4.862016  0.41
H  -4.880495  1.109418  3.157296  -1.29
H  -5.549100  -0.372969  3.795523  -0.15
H  -7.638864  -1.008024  3.078368  0.45
H  -8.500478  0.467498  3.034511  0.43
H  -8.669520  0.076938  0.456735  0.35
H  -8.074724  -1.584591  0.776344  0.11
H  -9.562325  -0.982418  1.554035  0.45
H  -6.878813  2.594207  1.673023  0.28
H  -7.488591  1.424204  0.705494  0.38
H  -5.409523  2.808175  0.020645  0.58
H  -5.344439  1.063976  -0.415290  0.19
H  -4.539782  1.596664  0.964342  -0.46
C  -1.232378  2.805866  -1.889289  -2.03
C  -0.755662  1.612604  -1.064323  1.36
N  0.309346  0.963372  -1.743264  1.95
C  1.005820  -0.020555  -0.853674  0.84
C  1.910206  0.619301  0.156270  -2.03
C  0.051861  0.457211  -3.147181  -1.19
C  -1.171499  -0.362398  -3.180672  0.80
H  -2.008898  3.244670  -1.252083  0.47
H  -1.633371  2.595904  -2.864125  0.16
H  -0.463245  3.538374  -2.023975  0.24
H  -0.420418  2.003329  -0.079783  -0.09
H  -1.622915  0.921397  -0.945004  -0.63
H  0.323503  -0.627450  -0.335154  -0.31
H  1.581569  -0.742238  -1.464156  -0.15
H  1.593189  1.403446  0.817977  0.71
H  2.355088  -0.100830  0.855981  0.39
H  2.787265  1.016835  -0.434097  0.03
H  0.863199  0.005425  -3.704365  0.06
H  -0.171181  1.310196  -3.769050  -0.02
H  -1.363627  -0.961917  -4.082676  0.22
H  -1.961255  0.323478  -2.916957  -0.32
H  -1.008598  -1.094552  -2.410533  -0.67

Cartesian forces (eV/Å) of the 3 atoms listed first:
-0.35 -0.07 -0.93
0.16 0.86 -1.99
-0.08 -0.72 0.53

---

DFT (ωB97M-V/def2-TZVPD) results for a molecular structure, C5H6FIO.

Summary:
* HOMO level: -9.4 eV
* strongest force on any atom: 4.30 eV/Å
* relative energy (zero: lowest compared OMol25 entry of this formula, charge and spin): 0.577 eV
* total energy: -666.81331 a.u.
* spin multiplicity: 1

Each line ends with the Mulliken charge.
Geometry (Å):
C  0.594613  -1.740042  1.391407  -0.59
C  0.421558  -1.414117  0.141739  -0.13
C  1.091186  1.313707  0.448861  0.74
C  -0.157642  1.999038  -0.095628  -1.07
C  1.545935  0.084780  -0.395281  -0.07
O  1.654845  1.578431  1.475503  -0.50
F  1.336015  0.108463  -1.700510  -0.26
I  3.558948  -0.346507  0.064096  0.15
H  0.188220  -2.648193  1.884230  0.26
H  1.332587  -1.228900  1.953316  0.24
H  -0.339971  -1.776204  -0.610592  0.31
H  0.004184  3.021049  -0.377785  0.33
H  -0.786874  1.326188  -0.720432  0.29
H  -0.911894  2.194033  0.768944  0.31

Cartesian forces (eV/Å) of the 3 atoms listed first:
-0.31 -1.82 0.42
0.95 3.01 -1.51
-0.69 -0.57 -0.86